[1]
{
  "formula": "C6H14O2",
  "method": "wB97M-V/def2-TZVPD",
  "symbols": ["C", "C", "C", "C", "C", "C", "O", "O", "H", "H", "H", "H", "H", "H", "H", "H", "H", "H", "H", "H", "H", "H"],
  "positions_angstrom": [[-2.1742, -0.8395, 0.2832], [0.2686, 0.0458, 0.1192], [-0.7280, -1.0830, -0.1790], [1.6922, -0.4670, -0.1382], [-0.0322, 1.2881, -0.7169], [2.7756, 0.5247, 0.2700], [-2.8075, 0.0256, -0.6237], [-2.2819, -0.3585, 1.5891], [-1.8061, 0.4802, 1.6448], [-3.7222, 0.1529, -0.3469], [-2.7019, -1.8076, 0.3031], [0.2023, 0.3013, 1.1845], [-0.3852, -1.9941, 0.3148], [-0.7640, -1.2643, -1.2534], [1.7992, -0.7048, -1.1989], [1.8380, -1.3929, 0.4237], [0.2110, 1.1018, -1.7606], [-1.0863, 1.5427, -0.6639], [0.5478, 2.1402, -0.3715], [2.7394, 1.4212, -0.3428], [2.6571, 0.8128, 1.3127], [3.7584, 0.0743, 0.1506]],
  "nbo_charge": [0.375, -0.217, -0.432, -0.382, -0.625, -0.606, -0.736, -0.719, 0.467, 0.478, 0.139, 0.184, 0.212, 0.216, 0.195, 0.197, 0.204, 0.231, 0.204, 0.203, 0.200, 0.211],
  "smiles": "CC[C@@H](C)CC(O)O",
  "energy_ha": -387.49374,
  "total_charge": 0
}

***

[2]
{
  "formula": "C24H20N3O7Pd",
  "method": "wB97M-V/def2-TZVPD",
  "symbols": ["Pd", "O", "C", "O", "C", "C", "C", "C", "C", "O", "C", "C", "O", "O", "H", "H", "H", "H", "H", "H", "H", "H", "C", "O", "C", "C", "C", "C", "C", "C", "N", "N", "C", "C", "C", "C", "O", "C", "N", "C", "C", "C", "C", "H", "H", "H", "H", "H", "H", "H", "H", "H", "H", "H", "H"],
  "positions_angstrom": [[-1.6717, 2.3378, 0.5459], [-5.1607, 3.6767, 2.0930], [-4.4470, 2.9636, 1.4483], [-3.5073, 3.2059, 0.6625], [-4.7813, 1.3733, 1.6127], [-4.4123, 0.5445, 0.3712], [-5.1790, -0.7857, 0.4968], [-4.4033, -1.4564, 1.6418], [-3.2880, -0.4196, 1.9074], [-3.0652, 0.1416, 0.6176], [-3.9255, 0.7454, 2.6853], [-2.7956, 1.7495, 3.2910], [-2.9712, 2.0534, 4.4371], [-1.8359, 2.0477, 2.5286], [-5.8434, 1.3654, 1.8484], [-4.4859, 1.0560, -0.5883], [-6.2345, -0.6415, 0.7112], [-5.0849, -1.3457, -0.4331], [-5.0159, -1.6300, 2.5221], [-3.9584, -2.3988, 1.3288], [-2.3595, -0.8144, 2.3183], [-4.4859, 0.4438, 3.5691], [3.2821, -4.8578, 0.6053], [4.4423, -4.1031, 0.3356], [4.4209, -3.1686, -0.6211], [3.3593, -2.9370, -1.5090], [3.3650, -1.8265, -2.3100], [4.4154, -0.8742, -2.2140], [5.5789, -1.2313, -1.4878], [5.5698, -2.3545, -0.7128], [4.2885, 0.3331, -2.7357], [3.3272, 0.9338, -3.2759], [2.2316, 1.4495, -2.7400], [1.2178, 1.8700, -3.6375], [-0.0429, 2.2117, -3.2154], [-0.3759, 2.1540, -1.8429], [-1.5726, 2.3740, -1.3747], [0.6563, 1.8640, -0.9156], [0.2858, 1.9169, 0.3994], [1.2213, 1.8231, 1.3377], [2.5579, 1.6178, 1.0234], [2.9405, 1.4494, -0.3035], [1.9871, 1.5690, -1.3117], [3.4888, -5.4007, 1.5258], [3.0713, -5.5735, -0.1921], [2.4158, -4.2056, 0.7472], [2.5260, -3.6186, -1.5646], [2.5527, -1.6141, -2.9869], [6.4449, -0.5902, -1.5394], [6.4258, -2.6434, -0.1259], [1.4647, 1.8762, -4.6874], [-0.7964, 2.5359, -3.9150], [0.8933, 1.9340, 2.3650], [3.2941, 1.6049, 1.8082], [3.9758, 1.2715, -0.5443]],
  "nbo_charge": [1.153, -0.598, 0.811, -0.740, -0.369, 0.069, -0.425, -0.433, 0.092, -0.574, -0.363, 0.806, -0.597, -0.766, 0.238, 0.212, 0.221, 0.205, 0.220, 0.205, 0.196, 0.243, -0.274, -0.405, 0.465, -0.266, -0.096, 0.032, -0.082, -0.261, 0.012, -0.069, 0.160, -0.143, -0.208, 0.423, -0.454, 0.100, -0.381, 0.094, -0.199, -0.156, -0.041, 0.237, 0.205, 0.197, 0.251, 0.245, 0.261, 0.267, 0.257, 0.270, 0.269, 0.253, 0.233],
  "energy_ha": -1744.98366,
  "total_charge": 1
}

***

[3]
{
  "formula": "C5H18N3O2",
  "method": "wB97M-V/def2-TZVPD",
  "symbols": ["C", "C", "C", "C", "N", "C", "N", "N", "H", "H", "H", "H", "H", "H", "H", "H", "H", "H", "H", "H", "H", "H", "H", "H", "O", "H", "H", "O"],
  "positions_angstrom": [[-0.4783, -2.0821, 1.4869], [0.1216, -0.7928, 0.9890], [-0.7413, 0.3810, 1.4554], [-0.2345, 1.8191, 1.2584], [1.0450, 3.6473, -1.6694], [0.2167, 3.3606, -0.5759], [0.0289, 2.1585, -0.1494], [0.1971, -0.9257, -0.5341], [0.1702, -2.9453, 1.3193], [-1.4871, -2.2534, 1.1061], [-0.6239, -2.1641, 2.5683], [1.1443, -0.7068, 1.3358], [-0.8722, 0.2356, 2.5317], [-1.7562, 0.2830, 1.0586], [0.7070, 1.9106, 1.8129], [-0.9696, 2.5162, 1.6848], [0.4462, 3.6658, -2.5046], [1.7684, 2.9451, -1.8331], [-0.1105, 4.3060, -0.1276], [0.1631, -0.0199, -1.0001], [1.0689, -1.3191, -0.9466], [-0.6756, -1.3876, -0.8720], [3.4226, -1.5831, -1.0647], [2.7101, -2.8328, -1.2928], [2.6441, -1.9139, -1.5373], [-2.6784, -2.1876, -2.2829], [-2.9099, -2.2674, -0.7840], [-2.3168, -1.8472, -1.4327]],
  "nbo_charge": [-0.649, -0.045, -0.444, -0.293, -0.758, 0.362, -0.083, -0.732, 0.251, 0.222, 0.267, 0.227, 0.276, 0.241, 0.256, 0.314, 0.443, 0.405, 0.291, 0.409, 0.475, 0.477, 0.495, 0.498, -0.943, 0.518, 0.500, -0.980],
  "s2": 0.76,
  "energy_ha": -515.36918,
  "total_charge": 2,
  "multiplicity": 2
}

***

[4]
{
  "formula": "C42H39N7OPdSi",
  "method": "wB97M-V/def2-TZVPD",
  "symbols": ["Pd", "C", "C", "C", "C", "N", "C", "N", "C", "N", "C", "N", "C", "C", "C", "C", "C", "N", "C", "C", "C", "C", "C", "C", "H", "H", "H", "H", "H", "H", "H", "H", "H", "H", "H", "H", "C", "N", "C", "C", "C", "N", "C", "C", "O", "H", "H", "H", "H", "H", "H", "H", "H", "H", "H", "H", "H", "C", "C", "C", "C", "C", "C", "Si", "C", "C", "C", "C", "C", "C", "C", "C", "C", "C", "C", "C", "H", "H", "H", "H", "H", "H", "H", "H", "H", "H", "H", "H", "H", "H", "H"],
  "positions_angstrom": [[-1.0716, -0.1248, 0.0909], [4.9579, 1.9736, -2.9026], [4.8754, 1.1209, -1.7238], [3.7643, 1.0561, -0.9951], [2.6071, 1.7326, -1.3689], [2.6215, 2.5121, -2.5240], [3.7406, 2.5630, -3.2331], [1.4277, 1.7477, -0.7065], [0.2687, 2.1168, -1.3722], [-0.7844, 1.1463, -1.5480], [-1.9094, 1.7779, -1.9654], [-3.1636, 1.2775, -2.2591], [-3.7018, 0.0630, -2.0255], [-4.8469, -0.3841, -2.7110], [-5.3484, -1.6061, -2.3713], [-4.8427, -2.4760, -1.3950], [-3.6563, -1.9755, -0.8002], [-2.9954, -0.8587, -1.1640], [-1.5436, 3.2134, -2.2386], [-2.2036, 4.2898, -2.7870], [-1.5462, 5.5149, -2.8378], [-0.1975, 5.7083, -2.3779], [0.4624, 4.6526, -1.8732], [-0.1994, 3.3423, -1.7521], [5.8037, 1.8893, -3.6244], [5.6317, 0.3714, -1.4104], [3.8357, 0.3535, -0.1500], [3.7080, 3.2271, -4.2926], [-5.3431, 0.2229, -3.2549], [-6.1129, -2.0485, -2.9201], [-5.2103, -3.3687, -1.1163], [-3.0521, -2.2029, 0.0172], [-3.1907, 4.2603, -3.1493], [-2.0332, 6.2499, -3.1600], [0.1091, 6.7455, -2.1956], [1.4964, 4.7159, -1.4693], [0.7799, -2.4801, -1.7668], [-0.2912, -3.3130, -1.4754], [-0.9218, -4.1704, -2.5831], [-1.6221, -5.4844, -2.0099], [-2.2428, -5.2381, -0.7751], [-1.5665, -4.4058, 0.1960], [-2.0375, -4.4525, 1.5178], [-0.5665, -3.4922, -0.1057], [-0.0325, -2.8292, 0.7808], [1.3685, -3.2350, -2.1773], [0.9011, -1.8933, -0.8772], [0.6802, -1.8074, -2.4314], [0.3589, -4.6079, -3.3176], [-1.4805, -3.6277, -3.1946], [-0.9236, -6.0686, -2.0682], [-2.0810, -5.5658, -3.4073], [-2.4242, -6.1557, -0.5007], [-3.2043, -5.0784, -0.9564], [-1.1173, -5.4934, 2.1455], [-3.5989, -4.9602, 1.6184], [-2.1417, -3.4652, 1.9838], [-1.5471, -1.5436, 4.6241], [-2.2685, -0.5919, 3.8509], [-1.6925, 0.0755, 2.7713], [-0.3888, -0.1030, 2.3658], [0.3165, -1.1397, 3.0535], [-0.2050, -1.8349, 4.1723], [0.7565, 0.9286, 0.9724], [0.6467, 2.6850, 1.7978], [1.5647, 3.6459, 1.4916], [1.6561, 4.8282, 2.2668], [0.8370, 4.9787, 3.4070], [-0.2475, 4.1086, 3.5728], [-0.3530, 2.9900, 2.7912], [2.3893, 0.0977, 1.4368], [2.6970, -1.2198, 1.1330], [3.9783, -1.7575, 1.2655], [4.9911, -1.0227, 1.9184], [4.6427, 0.2642, 2.3515], [3.4238, 0.8603, 2.1156], [-1.9340, -2.0668, 5.4431], [-3.0974, -0.2796, 4.2608], [-2.3713, 0.8483, 2.4737], [1.3511, -1.3084, 3.0337], [0.4235, -2.5133, 4.8511], [2.1222, 3.5257, 0.5357], [2.4488, 5.5990, 1.9240], [0.8744, 5.8041, 4.0198], [-0.8458, 4.2598, 4.3591], [-1.0477, 2.1760, 3.0217], [1.9857, -1.7311, 0.8315], [4.1695, -2.7028, 1.1717], [5.9592, -1.4036, 2.2598], [5.2994, 0.8014, 2.9573], [3.2711, 1.7666, 2.4702]],
  "lowdin_charge": [0.603, -0.133, -0.114, -0.068, -0.288, 0.113, -0.231, -0.040, -0.367, 0.008, -0.315, 0.086, -0.334, -0.052, -0.138, -0.113, -0.182, 0.029, -0.125, -0.059, -0.129, -0.139, -0.062, -0.146, 0.071, 0.102, 0.066, 0.135, 0.025, 0.064, 0.021, 0.051, 0.079, -0.016, 0.082, 0.091, -0.060, -0.085, -0.075, -0.131, -0.235, -0.118, -0.085, -0.454, 0.015, 0.063, 0.071, 0.031, 0.201, 0.029, -0.025, 0.236, 0.068, 0.075, 0.172, 0.189, 0.032, -0.079, -0.091, -0.175, -0.275, -0.108, -0.082, 0.646, -0.195, -0.130, -0.081, -0.105, -0.104, -0.055, -0.225, -0.110, -0.045, -0.075, -0.106, -0.052, 0.056, 0.032, 0.088, 0.062, 0.106, 0.102, 0.115, 0.053, 0.049, 0.067, -0.016, 0.036, 0.091, 0.072, 0.045],
  "energy_ha": -2499.22259,
  "total_charge": -2
}

***

[5]
{
  "formula": "C5H9NO2",
  "method": "wB97M-V/def2-TZVPD",
  "symbols": ["C", "C", "C", "N", "C", "C", "O", "O", "H", "H", "H", "H", "H", "H", "H", "H", "H"],
  "positions_angstrom": [[-0.1019, 1.1969, -0.5338], [-1.4428, 2.0017, -0.6253], [-0.2499, -0.1801, -1.1271], [0.4098, -1.2296, -0.5145], [1.2450, -1.2105, 0.6516], [0.5639, -1.7853, 1.8765], [1.1760, -2.3684, 2.7295], [-0.9031, -0.3873, -2.1268], [0.5942, 1.7276, -1.1835], [0.2210, 1.1906, 0.5002], [-1.4439, 2.6647, -1.4819], [-1.5776, 2.6205, 0.2393], [-2.2630, 1.2951, -0.6638], [0.5561, -2.0156, -1.1282], [1.5281, -0.2035, 0.9417], [2.2044, -1.7013, 0.5320], [-0.5164, -1.6153, 1.9142]],
  "nbo_charge": [-0.516, -0.591, 0.686, -0.629, -0.341, 0.434, -0.504, -0.603, 0.242, 0.207, 0.215, 0.205, 0.221, 0.407, 0.227, 0.229, 0.111],
  "smiles": "CCC(=O)NCC=O",
  "energy_ha": -401.14534,
  "total_charge": 0
}

***

[6]
{
  "formula": "C4H5NO",
  "method": "wB97M-V/def2-TZVPD",
  "symbols": ["C", "C", "C", "C", "H", "H", "H", "H", "H", "N", "O"],
  "positions_angstrom": [[1.8424, 0.5798, -0.9888], [0.5877, -0.0183, -0.0681], [-0.4642, -0.4630, -0.8782], [-0.9099, -0.0665, 1.1813], [2.6296, -0.3041, -0.9198], [2.2674, 1.3930, -0.4055], [1.5724, 0.7516, -2.0997], [-0.4139, -0.9278, -1.8470], [-1.7375, -0.0576, 1.8106], [0.2332, 0.5036, 1.0641], [-1.5358, -0.5716, 0.0669]],
  "nbo_charge": [-0.649, 0.106, -0.003, 0.338, 0.211, 0.229, 0.227, 0.216, 0.186, -0.449, -0.412],
  "energy_ha": -285.31567,
  "total_charge": 0
}

***

[7]
{
  "formula": "C16H26N6O2S",
  "method": "wB97M-V/def2-TZVPD",
  "symbols": ["C", "C", "N", "H", "H", "H", "C", "C", "N", "H", "H", "H", "C", "C", "N", "H", "H", "H", "C", "C", "N", "H", "H", "H", "C", "C", "N", "H", "H", "H", "C", "C", "N", "H", "H", "H", "C", "C", "C", "S", "O", "O", "C", "H", "H", "H", "H", "H", "H", "H", "H"],
  "positions_angstrom": [[-1.3263, 0.0746, -2.3011], [-1.5990, 0.5546, -3.6216], [-1.7597, 0.9305, -4.6558], [-2.1120, 0.4951, -1.6735], [-0.3521, 0.3676, -1.9098], [-1.4670, -1.0034, -2.2221], [-0.2858, 3.8426, -3.5436], [-0.6922, 2.8795, -2.5330], [-0.9992, 2.1278, -1.6824], [-0.4598, 3.4566, -4.5480], [0.7867, 4.0372, -3.5510], [-0.8739, 4.7572, -3.4676], [3.2792, 1.2296, 1.4773], [1.9602, 1.1828, 0.8185], [0.9485, 1.1490, 0.2771], [3.9899, 0.7982, 0.7724], [3.1630, 0.5865, 2.3497], [3.5459, 2.2533, 1.7402], [-1.9821, 2.4733, 2.6160], [-1.1753, 3.2058, 3.5453], [-0.5161, 3.8278, 4.2588], [-2.6915, 3.1451, 2.1326], [-2.4682, 1.6053, 3.0612], [-1.2206, 2.0834, 1.9406], [-2.3100, -3.5497, 0.2853], [-2.8776, -4.4773, -0.6473], [-3.3544, -5.2569, -1.3546], [-2.2243, -3.9267, 1.3044], [-2.6529, -2.5152, 0.2632], [-1.2892, -3.5153, -0.0951], [-0.7335, 0.7326, 0.1214], [-1.7169, -0.3175, 0.1243], [-2.4938, -1.1857, 0.2146], [-0.5007, 1.0677, 1.1321], [-1.1757, 1.5382, -0.4648], [0.1844, 0.4209, -0.3769], [0.4474, -1.6541, 0.9757], [0.9913, -1.5084, -0.4034], [2.3389, -2.2187, -0.3997], [3.1566, -1.8663, 1.2485], [4.1190, -0.7756, 1.1305], [3.5452, -3.1487, 1.9086], [1.5132, -1.2064, 1.9538], [-0.0914, -2.5932, 1.1019], [-0.3207, -0.9018, 1.1549], [1.1342, -0.4363, -0.5388], [0.3089, -1.7901, -1.2053], [3.1545, -1.9972, -1.0881], [2.2448, -3.3010, -0.4883], [1.4989, -0.1188, 1.8829], [1.4112, -1.5587, 2.9802]],
  "nbo_charge": [-0.726, 0.310, -0.352, 0.275, 0.259, 0.252, -0.742, 0.474, -0.481, 0.285, 0.267, 0.269, -0.702, 0.449, -0.564, 0.315, 0.247, 0.255, -0.718, 0.282, -0.331, 0.262, 0.261, 0.241, -0.772, 0.299, -0.378, 0.236, 0.303, 0.211, -0.809, 0.374, -0.473, 0.231, 0.334, 0.347, -0.448, -0.418, -0.621, 2.057, -0.962, -0.902, -0.617, 0.247, 0.253, 0.195, 0.243, 0.248, 0.254, 0.223, 0.261],
  "energy_ha": -1501.83108,
  "total_charge": 0
}